Entry 1:
Formula: C19H17HfI2N4O2
Source: OMol25
Level of theory: the ωB97M-V functional and the def2-TZVPD basis

CARTESIAN COORDINATES (ANGSTROEM)
Hf1 -0.634 0.672 -0.235
I1 -4.954 -3.046 -3.655
C1 -3.657 -1.612 -2.973
C2 -4.109 -0.631 -2.082
C3 -3.236 0.375 -1.700
I2 -3.552 1.586 -0.034
C4 -1.946 0.407 -2.226
O1 -1.069 1.462 -1.918
C5 -1.421 -0.688 -2.916
C6 0.076 -0.752 -2.988
N1 0.606 -0.789 -1.541
C7 0.587 -2.189 -0.979
C8 -0.162 -2.329 0.324
C9 -0.146 -3.529 1.013
C10 -0.849 -3.637 2.201
C11 -1.556 -2.539 2.690
C12 -1.538 -1.376 1.963
N2 -0.850 -1.268 0.794
C13 -2.297 -1.678 -3.324
H1 -5.117 -0.674 -1.691
H2 0.504 0.130 -3.461
H3 0.433 -1.641 -3.504
H4 1.586 -0.514 -1.601
H5 1.615 -2.523 -0.835
H6 0.133 -2.853 -1.716
H7 0.416 -4.368 0.623
H8 -0.846 -4.569 2.751
H9 -2.112 -2.588 3.616
H10 -2.083 -0.499 2.294
H11 -1.936 -2.523 -3.898
N3 4.840 2.595 2.953
C14 3.929 1.884 2.286
O2 4.027 0.703 2.008
C15 2.706 2.611 1.743
C16 2.459 3.975 1.674
C17 1.288 4.449 1.077
C18 0.389 3.549 0.561
N4 0.622 2.209 0.634
C19 1.761 1.764 1.200
H12 5.669 2.122 3.282
H13 4.722 3.560 3.205
H14 3.168 4.694 2.067
H15 1.088 5.509 1.006
H16 -0.525 3.864 0.072
H17 1.970 0.693 1.243

Properties
spin multiplicity	1
HOMO energy	-0.6177	hartree
frontier orbital gap	6.34	eV
total energy	-47518.3593	eV
energy above the lowest of the compared OMol25 structures with the same formula, charge and spin	0.0	kJ/mol
charge	+3

These are the natural (NBO) partial charges, in e, on atoms 1 to 5: 2.43 0.38 -0.14 -0.26 -0.16



Entry 2:
Formula: C19H17N10O2PbTe
Source: OMol25
Level of theory: the ωB97M-V functional and the def2-TZVPD basis

CARTESIAN COORDINATES (ANGSTROEM)
Pb1 -1.138 0.030 0.264
C1 0.087 -3.908 2.586
C2 1.084 -4.552 1.861
C3 1.306 -4.186 0.553
C4 0.550 -3.154 -0.004
N1 -0.389 -2.516 0.697
C5 -0.614 -2.905 1.957
N2 0.744 -2.898 -1.361
C6 0.670 -1.785 -1.946
N3 0.467 -0.478 -1.408
C7 0.339 0.351 -2.440
N4 0.058 1.685 -2.405
C8 0.429 2.496 -1.298
C9 0.956 3.742 -1.606
C10 1.311 4.590 -0.577
C11 1.143 4.168 0.736
C12 0.617 2.913 0.956
N5 0.256 2.094 -0.039
C13 0.550 -0.337 -3.728
C14 0.569 0.130 -5.028
C15 0.813 -0.805 -6.026
C16 1.030 -2.149 -5.715
C17 1.016 -2.599 -4.400
C18 0.777 -1.659 -3.418
H1 -0.138 -4.177 3.608
H2 1.666 -5.345 2.311
H3 2.042 -4.679 -0.066
H4 -1.398 -2.366 2.482
H5 1.076 4.011 -2.645
H6 1.720 5.567 -0.794
H7 1.417 4.795 1.572
H8 0.475 2.528 1.957
H9 0.394 1.173 -5.255
H10 0.835 -0.489 -7.060
H11 1.211 -2.852 -6.516
H12 1.190 -3.636 -4.149
N6 -3.053 2.009 2.271
N7 -2.776 1.833 3.629
C19 -1.657 1.197 4.041
N8 -1.466 1.100 5.355
N9 -0.871 0.745 3.067
N10 0.286 0.102 3.401
O1 0.648 -0.081 4.553
O2 0.981 -0.157 2.431
H13 -2.932 2.979 2.006
H14 -4.002 1.714 2.080
H15 -3.380 2.247 4.322
H16 -2.132 1.466 6.012
H17 -0.635 0.618 5.671
Te1 -2.132 1.428 -2.497

Properties
spin multiplicity	1
HOMO energy	-0.3772	hartree
frontier orbital gap	6.89	eV
total energy	-51507.8084	eV
energy above the lowest of the compared OMol25 structures with the same formula, charge and spin	27.6	kJ/mol
charge	+1

These are the natural (NBO) partial charges, in e, on atoms 1 to 5: 1.30 -0.26 -0.13 -0.23 0.35



Entry 3:
Formula: C19H17N10O4SV
Source: OMol25
Level of theory: the ωB97M-V functional and the def2-TZVPD basis

CARTESIAN COORDINATES (ANGSTROEM)
V1 0.178 -0.487 -0.058
N1 -0.477 -0.357 7.069
C1 -0.045 0.296 5.922
C2 -0.955 0.562 4.890
C3 -0.537 1.184 3.732
C4 0.795 1.569 3.601
C5 1.702 1.347 4.626
C6 1.278 0.725 5.787
S1 1.374 2.106 2.040
O1 2.663 2.721 2.201
O2 0.325 2.884 1.402
N2 1.436 0.757 1.159
C7 2.400 -0.182 1.261
N3 2.086 -1.215 0.417
C8 2.917 -2.245 0.371
C9 4.066 -2.280 1.148
C10 4.276 -1.201 1.990
N4 3.460 -0.153 2.064
H1 -1.177 -1.068 6.869
H2 0.277 -0.741 7.615
H3 -1.986 0.249 5.001
H4 -1.229 1.358 2.917
H5 2.734 1.638 4.490
H6 1.984 0.533 6.586
H7 2.646 -3.059 -0.290
H8 4.745 -3.119 1.115
H9 5.140 -1.173 2.647
N5 -1.918 -2.701 5.619
C11 -1.996 -2.591 4.465
N6 -2.215 -2.517 3.173
C12 -1.365 -1.970 2.369
N7 -0.647 -1.552 1.552
N8 0.614 2.253 -1.372
C13 0.761 3.002 -2.476
C14 0.945 2.139 -3.533
C15 0.873 0.860 -2.959
N9 0.674 0.947 -1.650
H10 0.453 2.556 -0.404
H11 0.729 4.077 -2.423
H12 1.105 2.393 -4.566
H13 0.944 -0.109 -3.424
O3 -0.792 -1.710 -1.505
C16 -1.853 -1.036 -1.425
C17 -3.144 -1.326 -2.154
C18 -4.048 -0.212 -1.638
C19 -3.148 0.607 -0.697
O4 -3.508 1.605 -0.117
N10 -1.896 0.032 -0.639
H14 -3.485 -2.331 -1.904
H15 -2.970 -1.294 -3.231
H16 -4.899 -0.578 -1.064
H17 -4.433 0.443 -2.419

Properties
spin multiplicity	2
HOMO energy (alpha / beta)	-0.1416 / -0.1125	hartree
frontier orbital gap (alpha / beta)	6.42 / 5.63	eV
total energy	-79597.2929	eV
energy above the lowest of the compared OMol25 structures with the same formula, charge and spin	0.0	kJ/mol
charge	-1

These are the natural (NBO) partial charges, in e, on atoms 1 to 5: 1.08 -0.81 0.20 -0.29 -0.09